(1)
The following is a DFT calculation (ωB97M-V with the def2-TZVPD basis set) of a structure of composition C35H32N4O15S2 in a non-equilibrium geometry.

Summary:
E_tot	-3496.89067	hartree
total charge	0
E_HOMO	-9.04	eV

The geometry in XYZ format:
```
88
Properties=species:S:1:pos:R:3:mulliken_charge:R:1
S 3.259 1.575 8.227 0.15
S 0.436 -3.139 1.406 -0.27
O 2.181 3.956 1.316 -0.57
O 4.781 2.242 -3.800 -0.66
O -3.976 2.380 -7.693 -0.63
O -8.594 -4.238 1.563 -0.62
O -8.294 -2.502 -2.789 -0.59
O -0.728 -1.544 -0.405 -0.07
O 1.891 -1.092 -2.200 -0.61
O -6.051 -3.740 2.055 -0.57
O 2.842 4.021 -3.930 -0.59
O 3.127 2.237 0.260 -0.38
O -3.292 0.102 -2.976 -0.52
O -2.264 3.505 -6.037 -0.59
O -4.950 -1.064 -4.648 -0.57
O -0.066 0.658 -2.421 -0.33
O -5.743 -2.082 -2.324 -0.47
N -2.750 -1.191 0.394 -0.46
N 2.124 0.479 7.864 -0.74
N -2.057 -2.014 1.289 -0.37
N 4.156 1.503 6.909 -0.61
C -6.521 -3.425 0.858 0.50
C 5.343 0.912 4.334 -1.00
C 1.033 1.079 -2.736 0.89
C 1.288 2.436 -3.178 -0.94
C -2.887 2.406 -5.630 0.67
C 2.191 0.122 -2.646 0.15
C 2.433 0.023 6.660 0.32
C -1.926 -0.952 -0.565 -0.05
C -6.357 -2.564 -1.387 0.89
C 3.434 0.485 -2.990 -0.67
C 2.184 -1.277 4.652 0.12
C 1.396 -2.265 3.828 -1.06
C 2.533 2.800 -3.518 0.21
C 1.737 -0.946 5.886 -0.98
C -4.546 0.592 -6.263 -0.84
C 0.707 2.297 0.461 -0.22
C -7.820 -2.839 -1.594 0.26
C 4.956 0.789 0.827 -0.80
C 3.600 0.606 6.098 0.70
C -8.577 -3.386 -0.636 -0.95
C -0.890 -2.207 0.790 0.38
C -3.405 0.656 -4.055 1.11
C 1.346 -1.875 2.358 -0.68
C 2.035 2.926 0.745 0.52
C 6.023 1.221 1.857 -1.16
C 3.374 -0.690 4.128 0.46
C 3.556 1.234 1.223 0.40
C 6.033 0.295 3.096 -0.92
C -7.981 -3.726 0.646 0.90
C 3.688 1.836 -3.457 1.02
C -2.688 1.860 -4.423 -1.27
C -4.345 0.041 -5.056 0.12
C -3.844 1.808 -6.626 0.97
C 4.085 0.236 4.813 0.13
C -5.763 -2.878 -0.105 -1.07
H 0.846 -1.405 6.287 0.46
H 0.453 3.121 -3.222 0.44
H 5.864 2.253 2.157 0.49
H 5.641 -0.683 2.850 0.60
H 6.044 0.855 5.164 0.65
H 5.216 1.179 -0.150 0.33
H 0.798 -0.944 2.259 0.28
H 3.516 1.684 2.212 0.60
H 4.989 -0.297 0.779 0.43
H 0.809 1.218 0.557 -0.13
H 4.273 -0.194 -2.932 0.46
H -4.715 -2.654 0.038 0.50
H -7.539 -2.134 -3.289 0.34
H -2.592 3.682 -6.940 0.36
H 0.377 2.512 -0.548 0.00
H -0.005 2.634 1.202 0.45
H 0.932 -1.097 -2.009 0.27
H -6.803 -4.118 2.551 0.35
H 6.993 1.196 1.369 0.42
H 2.333 -1.761 1.924 0.52
H 2.854 0.400 1.167 -0.48
H -2.082 -0.353 -1.447 0.76
H -9.629 -3.591 -0.773 0.43
H -5.220 0.163 -6.991 0.45
H 3.802 4.012 -4.110 0.36
H 0.370 -2.238 4.185 0.41
H -2.006 2.278 -3.697 0.43
H 1.717 -3.295 3.966 0.43
H -4.632 -1.238 -3.734 0.33
H 3.705 -0.992 3.150 0.15
H 5.157 1.972 4.202 0.45
H 7.075 0.154 3.365 0.36
```

***

(2)
The following is a DFT calculation (ωB97M-V with the def2-TZVPD basis set) of a structure of composition C35H32N5O2S2Tb in a non-equilibrium geometry.

Summary:
E_tot	-3398.15998	hartree
total charge	0
2S+1	7
E_HOMO (spin up / spin down)	-7.33 / -7.37	eV

The geometry in XYZ format:
```
77
Properties=species:S:1:pos:R:3:mulliken_charge:R:1
Tb -0.504 0.438 1.497 0.17
S -2.075 -1.674 1.895 -0.35
S -0.518 2.486 3.224 -0.30
O 0.645 -0.814 2.939 -0.26
O 0.954 -2.285 4.609 -0.70
N 1.644 -2.723 1.193 -0.02
N 0.121 -0.381 -1.007 1.48
N -2.929 0.895 0.517 1.61
N 1.926 0.486 0.718 0.22
N -0.560 2.955 0.204 1.65
C 2.648 -4.362 -1.922 -0.73
C -5.105 -1.467 -1.483 -0.95
C 2.213 -3.638 0.353 -0.41
C 0.241 5.106 3.145 -0.75
C 0.691 -0.823 -3.694 -1.07
C -2.847 2.030 -0.426 -0.69
C 1.696 -0.239 -2.875 1.05
C -4.546 -0.290 -1.028 -0.42
C -3.256 -1.505 0.630 1.19
C -3.585 -0.314 -0.012 -0.91
C 1.337 -0.048 -1.527 0.09
C 3.850 0.745 -2.463 -0.75
C 2.918 -4.790 0.836 1.02
C 2.148 -3.448 -1.050 0.14
C 1.699 -2.924 2.487 0.77
C -0.801 -0.862 -1.808 -0.36
C 0.646 6.287 2.529 -0.55
C 3.014 -4.935 2.225 -0.81
C 2.307 0.505 -0.654 0.05
C 3.432 -5.731 -0.088 -0.91
C 2.990 0.127 -3.317 -1.04
C -0.049 3.961 2.396 0.58
C -3.690 1.315 1.714 -1.40
C 0.781 6.367 1.155 -0.84
C -0.036 4.077 0.990 -0.19
C 0.007 2.952 -1.147 -1.87
C -1.998 3.181 0.105 -1.86
C 2.378 -4.038 3.046 -0.71
C -0.551 -1.109 -3.178 -1.04
C -4.770 -2.674 -0.842 -0.63
C 3.275 -5.528 -1.425 -0.58
C 1.044 -1.923 3.463 -0.07
C 3.527 0.901 -1.110 -0.77
C -3.884 -2.691 0.196 -0.74
C 0.379 5.286 0.397 -0.33
H 1.100 3.002 -1.064 0.52
H 1.957 -0.492 1.043 -0.01
H -2.484 1.659 -1.398 0.35
H 3.663 -6.242 -2.113 0.41
H -3.835 0.464 2.357 0.40
H 3.495 -5.820 2.627 0.39
H 2.549 1.049 1.279 0.27
H 1.602 -2.577 -1.419 0.59
H 0.133 5.039 4.211 0.48
H 4.260 1.280 -0.417 0.46
H 0.846 7.167 3.128 0.37
H 3.915 -6.636 0.272 0.37
H 0.930 -1.065 -4.703 0.49
H 4.841 1.000 -2.810 0.41
H 2.354 -4.139 4.124 0.54
H -5.822 -1.477 -2.298 0.41
H 2.489 -4.211 -2.969 0.51
H 3.247 -0.112 -4.345 0.42
H -1.374 -1.436 -3.794 0.52
H -4.844 0.673 -1.439 0.37
H 1.142 7.272 0.679 0.40
H -1.719 -1.136 -1.334 0.11
H -5.173 -3.586 -1.229 0.40
H -0.314 2.077 -1.693 0.30
H -3.230 2.103 2.256 0.35
H -3.819 2.521 -0.625 0.51
H -2.211 4.079 -0.541 0.33
H -2.358 3.453 1.072 0.80
H -3.634 -3.637 0.681 0.42
H -4.706 1.639 1.441 0.39
H 0.517 5.366 -0.674 0.28
H -0.330 3.840 -1.714 0.45
```

***

(3)
The following is a DFT calculation (ωB97M-V with the def2-TZVPD basis set) of a structure of composition C35H33BCo2O8 in a non-equilibrium geometry.

Summary:
E_tot	-4745.73558	hartree
total charge	0
E_HOMO	-7.56	eV

The geometry in XYZ format:
```
79
Properties=species:S:1:pos:R:3:mulliken_charge:R:1
Co 0.546 3.687 -3.364 0.13
Co -2.874 4.821 -1.175 0.62
O -4.542 7.116 -1.532 -0.35
O 1.111 -2.472 0.602 -0.59
O -4.200 2.397 -2.083 -0.33
O 0.307 -1.357 2.507 -0.54
O 3.290 2.859 -3.035 -0.39
O 0.940 5.001 -5.926 -0.39
O -0.996 1.239 -3.631 -0.37
O -3.170 5.344 1.664 -0.34
C 0.059 3.021 -0.015 1.90
C -0.371 2.218 -3.588 0.13
C -3.651 3.338 -1.694 0.11
C 2.738 0.329 2.655 -0.54
C -1.802 5.763 -3.639 -0.62
C 3.564 -0.744 0.645 -0.67
C -2.390 7.886 -4.649 -0.63
C 2.188 3.209 -3.113 0.08
C -0.237 4.674 -1.846 0.75
C 1.268 2.522 0.829 -1.54
C -0.141 -3.089 0.963 1.59
C 0.130 4.444 -0.390 -1.17
C -1.216 2.466 0.673 0.44
C -3.900 6.150 -1.426 -0.05
C 3.921 1.062 2.750 -0.35
C -1.620 7.158 -3.757 -0.37
C -3.268 7.226 -5.516 -0.42
C -3.092 0.858 1.989 -0.51
C -2.450 1.888 2.679 -1.07
C -0.318 -2.651 2.493 1.48
C 4.757 -0.033 0.756 -0.56
C -1.540 2.717 2.010 -0.60
C -1.891 1.447 -0.002 -0.39
C 0.492 -3.528 3.462 -1.97
C -2.813 0.628 0.645 -0.64
C 4.953 0.850 1.826 -0.49
C -3.332 5.829 -5.528 -0.79
C -1.735 -2.521 2.999 -1.61
C -2.559 5.088 -4.630 0.18
C 0.023 -4.571 0.702 -1.91
C 0.775 4.499 -4.893 0.27
C -1.262 -2.553 0.074 -1.57
C 2.600 -0.655 1.659 0.53
C -1.351 5.147 -2.372 0.85
C -3.011 5.096 0.541 0.27
B 1.357 -1.561 1.606 1.37
H -2.321 8.973 -4.645 0.39
H -2.640 2.056 3.743 0.46
H 0.094 2.414 -0.953 -0.54
H -3.901 7.805 -6.186 0.38
H 5.895 1.393 1.926 0.38
H -2.592 3.992 -4.637 0.33
H -1.011 -2.723 -0.981 0.54
H -0.501 5.064 0.285 0.40
H -0.992 3.510 2.538 0.49
H -2.323 -1.803 2.418 0.12
H 4.029 1.807 3.540 0.41
H 0.519 -3.027 4.439 0.44
H -1.615 1.239 -1.042 0.30
H 1.648 3.255 1.545 0.42
H -0.921 7.643 -3.066 0.36
H 0.026 -4.508 3.593 0.39
H 1.532 -3.671 3.131 0.31
H -3.823 0.240 2.501 0.47
H -3.307 -0.170 0.086 0.53
H 0.994 1.624 1.375 0.00
H -0.892 -5.113 0.965 0.34
H 0.865 -4.982 1.270 0.38
H -1.434 -1.477 0.216 -0.16
H -2.196 -3.093 0.286 0.37
H 1.147 4.837 -0.266 0.49
H 2.056 2.246 0.139 0.41
H -4.004 5.309 -6.214 0.38
H 1.916 0.517 3.347 0.19
H -1.720 -2.190 4.044 0.49
H 0.215 -4.724 -0.367 0.45
H 3.372 -1.393 -0.209 0.42
H -2.219 -3.505 2.957 0.36
H 5.532 -0.165 0.001 0.38
```

***

The records above give, respectively, energy above the lowest of the compared OMol25 structures with the same formula, charge and spin values of 0.0 17.6 0.0 kcal per mole.